(1)
ORCA calculation (ωB97M-V/def2-TZVPD) on C4H6KO3 as an isolated structure in a non-equilibrium geometry.

As for the HOMO energy: -0.4674 hartree. As for the largest force on an atom: 7.2 eV Å⁻¹. As for the spin multiplicity: 1. Its charge is +1. Its relative energy (zero: lowest compared OMol25 entry of this formula, charge and spin) is 192.2 kJ/mol.

Each line ends with the Mulliken charge.
Cartesian coordinates (Å):
K: -6.091 -0.138 -2.927  1.00
C: 1.955 0.053 0.733  -1.36
C: 0.488 0.285 0.748  0.34
C: 0.005 0.724 -0.553  -0.51
O: -1.163 -0.056 -0.732  -0.33
C: -1.002 -1.098 -0.009  0.72
O: -1.531 -2.135 -0.063  -0.58
O: -0.156 -0.974 0.875  -0.33
H: 2.243 -0.597 1.559  0.34
H: 2.460 1.016 0.810  0.39
H: 2.282 -0.349 -0.225  0.33
H: 0.089 0.925 1.535  0.36
H: 0.713 0.585 -1.370  0.32
H: -0.292 1.759 -0.380  0.31

(2)
ORCA calculation (ωB97M-V/def2-TZVPD) on C4H6LiO2V as an isolated structure in a non-equilibrium geometry.

As for the HOMO energy (alpha / beta): -0.5635 / -0.5949 hartree. As for the largest force on an atom: 2.6 eV Å⁻¹. As for the spin multiplicity: 5. Its charge is +2. Its expectation value of S² is 6.04.

Each line ends with the Mulliken charge.
Cartesian coordinates (Å):
O: 1.270 0.590 0.607  -0.74
C: 0.730 0.671 1.787  -0.16
C: -0.683 0.580 1.947  -0.49
Li: 2.834 0.604 1.652  0.95
V: 0.619 -0.205 -0.914  1.24
H: -1.017 0.570 2.989  0.41
H: -1.189 1.190 1.178  0.37
C: -2.517 -1.199 1.128  0.25
C: -1.099 -1.347 1.190  -1.27
O: -3.197 -0.977 0.001  -0.39
H: -3.027 -0.915 2.053  0.37
H: -0.550 -1.768 2.039  0.41
H: -0.838 -2.238 0.594  0.64
H: -4.048 -0.558 0.174  0.41

(3)
ORCA calculation (ωB97M-V/def2-TZVPD) on C4H6LiO2Y as an isolated structure in a non-equilibrium geometry.

As for the HOMO energy (alpha / beta): -0.5405 / -0.5389 hartree. As for the largest force on an atom: 11.2 eV Å⁻¹. As for the spin multiplicity: 1. Its charge is +2.

Each line ends with the Mulliken charge.
Cartesian coordinates (Å):
O: -2.125 -0.850 1.529  -0.31
C: -1.030 -0.488 2.242  0.39
C: 0.209 -0.971 1.818  -0.71
Y: 0.274 -0.894 -3.378  0.78
Li: 1.249 2.383 -2.499  0.78
H: 0.222 -1.874 1.181  0.34
H: 1.072 -0.859 2.480  0.40
C: -0.252 0.918 -0.718  -0.41
C: 0.876 0.575 0.019  -0.42
O: -0.806 -0.113 -1.525  -0.22
H: -1.043 1.515 -0.258  0.36
H: 1.298 1.348 0.669  0.41
H: 1.612 -0.109 -0.414  0.27
H: -1.557 -0.579 -1.145  0.34

(4)
ORCA calculation (ωB97M-V/def2-TZVPD) on C4H6LiO7V as an isolated structure in a non-equilibrium geometry.

As for the HOMO energy (alpha / beta): -0.0602 / -0.0259 hartree. As for the largest force on an atom: 4.9 eV Å⁻¹. As for the spin multiplicity: 4. Its charge is -1. Its expectation value of S² is 3.88.

Each line ends with the Mulliken charge.
Cartesian coordinates (Å):
O: -1.979 -2.545 3.213  -0.87
C: -1.434 -2.350 2.097  0.89
O: -0.845 -3.254 1.455  -0.86
O: -1.361 -1.072 1.688  -0.23
O: 0.232 1.084 -0.709  -0.35
C: -0.606 0.736 0.360  -0.84
C: -0.530 -0.766 0.574  -0.41
Li: -1.559 -4.427 2.872  0.87
H: -1.642 1.012 0.112  0.23
H: -0.254 1.247 1.273  0.34
H: 0.506 -1.069 0.780  0.26
H: -0.890 -1.292 -0.321  0.27
C: 1.731 1.619 -1.964  0.82
O: 1.008 2.607 -2.344  -0.26
O: 2.343 0.828 -2.895  -0.35
H: 2.109 1.157 -3.770  0.31
V: -0.529 3.373 -1.448  -0.53
O: 2.358 1.666 -0.815  -0.63
H: 1.341 1.446 -0.158  0.34

(5)
ORCA calculation (ωB97M-V/def2-TZVPD) on a 2-piece molecular cluster, C4H6N overall in a non-equilibrium geometry.

As for the HOMO energy: -0.5869 hartree. As for the largest force on an atom: 6.7 eV Å⁻¹. As for the spin multiplicity: 1. Its charge is +1. Its relative energy (zero: lowest compared OMol25 entry of this formula, charge and spin) is 707.4 kJ/mol.

Each line ends with the Mulliken charge.
Cartesian coordinates (Å):
C: -1.354 0.035 0.040  0.49
C: -2.486 0.547 -0.015  -0.34
C: -0.548 -1.127 -0.219  -0.26
C: 1.005 0.839 -0.219  -0.73
N: 0.055 -0.022 0.422  -0.25
H: -0.601 -2.034 0.248  0.30
H: -0.075 -1.227 -1.164  0.25
H: 0.974 1.920 0.268  0.31
H: 2.088 0.431 0.142  0.34
H: 0.955 0.920 -1.345  0.34
H: -0.013 -0.283 1.841  0.55

(6)
ORCA calculation (ωB97M-V/def2-TZVPD) on one molecule with the formula C4H6N2.

As for the HOMO energy: -0.2812 hartree. As for the largest force on an atom: 0.7 eV Å⁻¹. As for the spin multiplicity: 1. Its charge is 0. Its structure (SMILES) is Nc1ccc[nH]1. Its relative energy (zero: lowest compared OMol25 entry of this formula, charge and spin) is 43.8 kJ/mol.

Each line ends with the Mulliken charge.
Cartesian coordinates (Å):
N: -0.513 1.538 1.262  -0.55
C: -0.038 0.515 0.421  0.28
C: 0.860 -0.516 0.565  -0.53
C: 0.820 -1.278 -0.644  -0.37
C: -0.106 -0.692 -1.467  -0.56
N: -0.599 0.417 -0.819  -0.09
H: -1.481 1.352 1.513  0.25
H: 0.031 1.590 2.114  0.26
H: 1.408 -0.762 1.465  0.37
H: 1.390 -2.177 -0.848  0.38
H: -0.691 -1.065 -2.289  0.34
H: -1.105 1.166 -1.265  0.24

(7)
ORCA calculation (ωB97M-V/def2-TZVPD) on one molecule with the formula C4H6N2.

As for the HOMO energy: -0.3122 hartree. As for the largest force on an atom: 0.9 eV Å⁻¹. As for the spin multiplicity: 1. Its charge is 0. Its relative energy (zero: lowest compared OMol25 entry of this formula, charge and spin) is 320.9 kJ/mol.

Each line ends with the Mulliken charge.
Cartesian coordinates (Å):
N: -0.083 0.278 -1.660  -0.06
C: 1.201 -0.020 -1.582  -0.32
C: 1.272 -0.726 -0.232  -0.25
N: -0.018 -0.598 0.471  -0.37
C: -0.930 -0.032 -0.474  -0.11
C: -0.492 0.768 0.696  -0.42
H: 1.461 -1.792 -0.426  0.25
H: 2.077 -0.372 0.419  0.28
H: -1.925 -0.472 -0.596  0.32
H: -0.504 0.781 -2.432  0.17
H: 0.134 1.619 0.427  0.23
H: -1.065 0.887 1.612  0.26

(8)
ORCA calculation (ωB97M-V/def2-TZVPD) on one molecule with the formula C4H6N2 in a non-equilibrium geometry.

As for the HOMO energy: -0.3517 hartree. As for the largest force on an atom: 9.2 eV Å⁻¹. As for the spin multiplicity: 1. Its charge is 0. Its structure (SMILES) is C[C@H]1N[C@H]1C#N. Its relative energy (zero: lowest compared OMol25 entry of this formula, charge and spin) is 371.8 kJ/mol.

Each line ends with the Mulliken charge.
Cartesian coordinates (Å):
C: -1.257 0.187 0.620  -1.02
C: -0.182 0.910 -0.006  0.00
C: 0.914 -0.115 -0.636  -0.12
C: 0.565 -1.500 -0.780  0.24
H: -1.427 0.798 1.636  0.29
H: -1.010 -0.956 0.675  0.26
H: -2.189 0.158 -0.051  0.28
H: -0.217 1.831 -0.567  0.45
H: 1.349 0.292 1.397  0.34
H: 1.262 0.247 -1.681  0.27
N: 1.225 0.802 0.414  -0.49
N: 0.967 -2.653 -1.021  -0.48

(9)
ORCA calculation (ωB97M-V/def2-TZVPD) on C4H6N2 as an isolated structure in a non-equilibrium geometry.

As for the HOMO energy: -0.3328 hartree. As for the largest force on an atom: 4.8 eV Å⁻¹. As for the spin multiplicity: 1. Its charge is 0. Its relative energy (zero: lowest compared OMol25 entry of this formula, charge and spin) is 480.6 kJ/mol.

Each line ends with the Mulliken charge.
Cartesian coordinates (Å):
C: -0.419 0.359 -0.076  0.23
C: 0.360 -0.712 -0.066  0.02
C: -0.986 -0.956 -0.432  0.47
C: -0.604 1.785 0.198  -0.96
N: -1.875 -1.741 -0.890  -0.74
N: 2.153 -1.219 0.234  -0.60
H: -0.272 2.549 -0.565  0.24
H: -0.109 2.051 1.180  0.27
H: -1.662 2.002 0.435  0.29
H: -1.611 -2.688 -0.807  0.26
H: 2.644 -0.545 -0.347  0.26
H: 2.380 -0.887 1.137  0.25

(10)
ORCA calculation (ωB97M-V/def2-TZVPD) on one molecule with the formula C4H6N2 in a non-equilibrium geometry.

As for the HOMO energy: -0.3805 hartree. As for the largest force on an atom: 5.0 eV Å⁻¹. As for the spin multiplicity: 1. Its charge is 0. Its structure (SMILES) is C=N[C@@H](C)C#N. Its relative energy (zero: lowest compared OMol25 entry of this formula, charge and spin) is 203.1 kJ/mol.

Each line ends with the Mulliken charge.
Cartesian coordinates (Å):
C: 2.160 0.210 0.071  0.00
C: -0.793 1.874 -0.046  -0.30
C: 0.206 -1.265 -0.372  -1.36
C: 0.707 -0.016 0.211  0.53
N: 3.255 0.369 -0.129  -0.38
N: 0.120 1.181 -0.616  -0.50
H: -1.158 2.710 -0.583  0.30
H: -0.974 1.559 0.940  0.28
H: 0.561 -2.047 0.236  0.36
H: -0.907 -1.251 -0.460  0.30
H: 0.526 -1.380 -1.359  0.41
H: 0.424 0.223 1.368  0.36

(11)
ORCA calculation (ωB97M-V/def2-TZVPD) on one molecule with the formula C4H6N2 in a non-equilibrium geometry.

As for the HOMO energy: -0.3374 hartree. As for the largest force on an atom: 3.9 eV Å⁻¹. As for the spin multiplicity: 1. Its charge is 0. Its structure (SMILES) is C=CC1(C)N=N1. Its relative energy (zero: lowest compared OMol25 entry of this formula, charge and spin) is 325.4 kJ/mol.

Each line ends with the Mulliken charge.
Cartesian coordinates (Å):
C: 1.277 1.686 -0.140  -0.88
C: 0.924 0.393 0.018  -0.40
C: -0.416 -0.083 0.083  1.28
C: -0.719 -1.614 -0.027  -1.21
N: -1.579 0.677 -0.369  -0.37
N: -1.350 0.675 0.835  -0.32
H: 2.219 2.038 0.036  0.32
H: 0.499 2.386 -0.509  0.26
H: 1.617 -0.312 0.273  0.34
H: 0.125 -2.211 -0.223  0.37
H: -1.419 -1.565 -0.866  0.34
H: -1.179 -2.069 0.890  0.28

(12)
ORCA calculation (ωB97M-V/def2-TZVPD) on a 2-piece molecular cluster, C4H6N2 overall in a non-equilibrium geometry.

As for the HOMO energy (alpha / beta): -0.2826 / -0.2799 hartree. As for the largest force on an atom: 5.8 eV Å⁻¹. As for the spin multiplicity: 1. Its charge is 0. Its relative energy (zero: lowest compared OMol25 entry of this formula, charge and spin) is 757.9 kJ/mol.

Each line ends with the Mulliken charge.
Cartesian coordinates (Å):
C: 2.030 -0.508 0.429  -0.50
C: 2.419 0.342 -0.502  0.06
C: -0.854 -0.354 -0.491  -0.23
C: -1.296 0.742 0.539  -0.29
N: 1.528 0.864 0.401  -0.27
N: -0.307 0.932 -0.520  -0.39
H: 2.070 -1.187 1.142  0.47
H: 2.787 0.698 -1.370  0.41
H: -0.076 -1.205 -0.321  0.05
H: -1.555 -0.677 -1.278  0.23
H: -2.169 1.260 0.191  0.22
H: -1.136 0.920 1.595  0.24